No. 1
ORCA calculation (ωB97M-V/def2-TZVPD) on a molecular structure, C24H43AlN2P3S2 in a non-equilibrium geometry.

Kohn-Sham gap (spin up / spin down) ... 6.419 / 4.113 eV
E_HOMO (spin up / spin down) ... -15.90 / -15.26 eV
Strongest force on any atom ... 2.43 eV/A

```
! wB97M-V def2-TZVPD RIJCOSX def2/J DEFGRID3
* xyz 3 1
Al -0.253 0.699 -1.987
P 1.807 0.872 0.784
P -1.773 1.306 -0.215
P 1.217 2.197 -2.915
H -1.328 -3.751 0.197
C -0.237 -3.724 0.345
C 0.487 -2.860 1.088
H 0.069 -2.086 1.763
C 2.191 0.018 2.394
C 1.799 2.610 1.490
C 3.489 0.825 -0.008
C -3.357 0.834 -1.032
C -2.010 0.900 1.551
C -1.721 3.137 -0.267
C 2.634 1.394 -3.730
C 1.713 3.734 -2.133
C -0.101 2.491 -4.169
H 0.389 -4.214 -0.411
H 1.505 -2.706 0.706
H 1.960 -1.062 2.307
H 1.529 0.464 3.161
H 3.253 0.170 2.688
H 1.106 2.634 2.355
H 1.446 3.302 0.703
H 2.807 2.918 1.834
H 3.577 -0.161 -0.500
H 4.282 0.932 0.754
H 3.575 1.627 -0.764
H -4.137 1.500 -0.634
H -3.619 -0.218 -0.829
H -3.300 0.950 -2.128
H -3.099 0.814 1.685
H -1.646 1.693 2.231
H -1.526 -0.044 1.851
H -2.697 3.496 0.086
H -1.563 3.464 -1.305
H -0.920 3.552 0.365
H 2.754 1.731 -4.773
H 2.488 0.302 -3.754
H 3.568 1.580 -3.178
H 2.002 4.478 -2.887
H 2.554 3.569 -1.442
H 0.860 4.116 -1.549
H 0.271 2.452 -5.200
H -0.626 3.442 -4.011
H -0.860 1.690 -4.076
C -0.440 -2.275 -4.086
C -1.622 -2.098 -4.848
C -1.836 -3.012 -5.894
C -0.956 -4.068 -6.144
C 0.126 -4.260 -5.296
C 0.361 -3.422 -4.242
S 0.498 -1.131 -3.162
H -0.770 -0.642 -1.376
H -2.262 -1.204 -4.720
H -2.659 -2.874 -6.595
H -1.094 -4.710 -7.014
H 0.859 -5.031 -5.493
H 1.293 -3.484 -3.684
N -1.520 -3.502 3.209
C -1.202 -2.496 4.049
N -0.919 -1.251 3.713
C -0.747 -0.448 4.843
C -0.353 0.908 4.919
C -0.153 1.502 6.178
C -0.344 0.772 7.356
C -0.759 -0.562 7.316
C -0.923 -1.160 6.070
S -1.308 -2.852 5.776
H -1.483 -4.418 3.651
H -1.109 -3.459 2.276
H -0.197 1.491 4.001
H 0.144 2.550 6.233
H -0.190 1.227 8.325
H -0.994 -1.161 8.200
*
```

=====

No. 2
ORCA calculation (ωB97M-V/def2-TZVPD) on 4 unconnected molecules or ions with the total composition C24H43BBrF4N5O17 in a non-equilibrium geometry.

Kohn-Sham gap ... 9.026 eV
E_HOMO ... -9.37 eV
Strongest force on any atom ... 1.88 eV/A

```
! wB97M-V def2-TZVPD RIJCOSX def2/J DEFGRID3
* xyz 0 1
C 0.707 -1.115 5.747
C -0.293 -0.265 4.955
O 0.404 0.910 4.536
C -0.234 1.773 3.632
N -1.679 1.565 3.615
C -2.487 2.830 4.020
O -3.472 2.612 4.692
O -2.023 3.839 3.520
C -2.244 0.989 2.554
N -3.265 0.182 2.730
O -3.648 -0.125 4.005
C -3.996 -0.440 1.639
O -3.219 -1.438 1.011
C -3.531 -2.718 1.338
F -3.649 -2.896 2.658
F -4.692 -3.092 0.767
F -2.565 -3.504 0.881
N -1.837 1.203 1.231
B -2.404 2.453 0.689
O -1.659 3.372 -0.019
N -3.863 2.597 0.864
C -4.249 3.908 1.451
C -4.386 2.520 -0.530
C -0.389 0.957 1.158
F -0.289 -0.362 1.602
C 0.153 0.992 -0.293
N 0.567 -0.335 -0.780
C 1.922 -0.338 -1.353
C 0.430 1.768 2.207
Br 2.167 0.789 2.309
C 0.777 3.204 1.784
C 2.039 3.723 2.436
O 2.122 3.903 3.599
O 3.057 4.038 1.602
H 0.817 -2.109 5.328
H 0.421 -1.164 6.795
H 1.677 -0.623 5.732
H -0.638 -0.840 4.095
H -1.127 -0.001 5.599
H -0.074 2.767 4.034
H -4.487 0.337 4.156
H -4.901 -0.861 2.071
H -4.297 0.311 0.920
H -1.587 3.189 -0.959
H -5.117 4.312 0.934
H -4.552 3.767 2.487
H -3.447 4.641 1.456
H -3.772 1.849 -1.137
H -4.414 3.497 -1.013
H -5.397 2.116 -0.505
H -0.591 1.371 -0.990
H 1.028 1.632 -0.360
H -0.053 -0.564 -1.543
H 2.643 -0.505 -0.558
H 2.145 0.559 -1.937
H 1.989 -1.182 -2.038
H 0.765 3.348 0.711
H -0.006 3.851 2.191
H 3.072 3.373 0.901
C 2.773 -3.666 -6.706
O 1.453 -4.213 -6.635
C 0.854 -4.045 -5.456
O 1.326 -3.493 -4.498
O -0.355 -4.596 -5.524
C -1.120 -4.503 -4.319
H 3.135 -3.875 -7.708
H 2.752 -2.590 -6.544
H 3.426 -4.143 -5.977
H -1.294 -3.462 -4.056
H -0.615 -5.016 -3.504
H -2.068 -4.991 -4.524
C -0.856 -5.407 -8.803
O -0.397 -6.426 -9.699
C -0.635 -7.665 -9.281
O -1.185 -7.975 -8.258
O -0.159 -8.511 -10.196
C -0.349 -9.890 -9.873
H -0.601 -4.455 -9.259
H -1.936 -5.467 -8.678
H -0.362 -5.487 -7.842
H -1.409 -10.122 -9.787
H 0.165 -10.143 -8.948
H 0.080 -10.457 -10.694
C 7.665 6.891 7.382
O 7.312 5.975 6.347
C 6.088 6.167 5.843
O 5.318 7.022 6.193
O 5.881 5.259 4.899
C 4.592 5.338 4.263
H 8.670 6.624 7.697
H 7.662 7.914 7.009
H 6.984 6.801 8.226
H 4.475 6.304 3.772
H 3.799 5.183 4.985
H 4.568 4.550 3.525
*
```

=====

No. 3
ORCA calculation (ωB97M-V/def2-TZVPD) on a molecular structure, C24H43BF5N5PScSi in a non-equilibrium geometry.

Kohn-Sham gap ... 8.382 eV
E_HOMO ... -7.73 eV
Strongest force on any atom ... 1.38 eV/A

```
! wB97M-V def2-TZVPD RIJCOSX def2/J DEFGRID3
* xyz 0 1
Sc -0.179 -2.069 0.957
C 1.811 -3.299 -1.643
Si 2.915 -2.948 -0.152
C 3.884 -1.375 -0.452
C 4.121 -4.363 -0.004
N 1.809 -2.780 1.167
C 2.197 -2.674 2.491
C 3.512 -2.647 2.992
C 3.776 -2.562 4.351
C 2.753 -2.493 5.288
C 1.438 -2.498 4.839
C 1.232 -2.583 3.492
F -0.096 -2.569 3.028
H 2.170 -2.794 -2.544
H 0.774 -2.984 -1.498
H 1.784 -4.373 -1.847
H 4.203 -1.313 -1.498
H 4.780 -1.319 0.172
H 3.263 -0.502 -0.227
H 4.670 -4.450 -0.948
H 3.603 -5.310 0.174
H 4.856 -4.227 0.792
H 4.335 -2.682 2.289
H 4.807 -2.547 4.685
H 2.968 -2.429 6.345
H 0.594 -2.437 5.515
N 0.043 -0.187 0.689
P -0.706 0.788 -0.258
N -0.484 0.406 -1.876
C 0.923 0.111 -2.228
C 1.024 -0.279 -3.693
C 0.636 0.900 -4.606
C -0.330 1.850 -3.884
C -1.245 1.061 -2.957
N -2.371 0.952 -0.173
C -3.258 -0.083 -0.729
C -4.626 0.524 -1.007
C -5.222 1.095 0.279
C -4.250 2.072 0.937
C -2.882 1.429 1.126
N -0.181 2.334 0.053
C 1.021 2.526 0.887
C 1.289 4.011 1.090
C 0.011 4.727 1.515
C -1.079 4.601 0.430
C -0.734 3.519 -0.595
H 1.284 -0.686 -1.588
H 1.569 0.982 -2.041
H 0.368 -1.136 -3.870
H 2.042 -0.608 -3.905
H 0.167 0.519 -5.515
H 1.527 1.447 -4.916
H -0.931 2.410 -4.603
H 0.226 2.582 -3.293
H -1.769 0.300 -3.547
H -2.010 1.703 -2.525
H -3.382 -0.905 -0.016
H -2.827 -0.500 -1.632
H -5.284 -0.238 -1.430
H -4.516 1.322 -1.749
H -5.426 0.271 0.971
H -6.175 1.587 0.074
H -4.634 2.400 1.906
H -4.139 2.961 0.307
H -2.963 0.590 1.828
H -2.175 2.143 1.544
H 1.894 2.040 0.443
H 0.861 2.050 1.856
H 1.679 4.459 0.171
H 2.066 4.120 1.848
H 0.217 5.777 1.726
H -0.339 4.282 2.451
H -1.207 5.548 -0.100
H -2.040 4.364 0.890
H -0.036 3.919 -1.340
H -1.637 3.230 -1.128
F -3.659 -3.452 0.240
B -2.488 -3.474 0.908
F -1.332 -3.416 -0.072
F -2.261 -4.513 1.748
F -2.227 -2.207 1.597
*
```